# 1
Molecular formula: C4H4N3
Method: DFT, the ωB97M-V functional and the def2-TZVPD basis

Geometry as ORCA input:
```
! wB97M-V def2-TZVPD RIJCOSX def2/J DEFGRID3
* xyz 1 1
N -0.21120 0.10032 -0.26712
N 0.27050 0.39766 1.40297
N 1.03187 -0.58017 1.59018
C 0.27899 -1.09606 -0.43635
C -1.01162 0.97522 -0.87682
C -1.73491 1.81254 -1.35140
C 1.19684 -1.43117 0.68178
H -2.14612 2.68558 -1.92144
H 1.76881 -2.29809 0.56624
H 0.10445 -1.83436 -1.12534
H 0.45240 1.26854 1.73730
*
```

Values from the calculation:
F_max = 6.7 eV Å⁻¹
Energy = -318.62078 a.u.
HOMO energy = -14.93 eV
Kohn-Sham gap = 9.11 eV
SMILES string = C#C[n+]1ccn[nH]1

Here are the Mulliken charges for atoms 1 to 5, given in e: number 1, N, carries -0.048; number 2, N, carries 0.009; number 3, N, carries -0.229; number 4, C, carries -0.052; number 5, C, carries 0.134

# 2
Molecular formula: C3H11O2S
Method: DFT, the ωB97M-V functional and the def2-TZVPD basis

Geometry as ORCA input:
```
! wB97M-V def2-TZVPD RIJCOSX def2/J DEFGRID3
* xyz -2 2
S 0.79470 0.23383 1.56476
O -3.30567 0.52361 -1.47608
O -2.52339 -0.42996 0.84924
C 1.45979 0.21129 -1.16647
C 0.45623 -0.40049 -0.16710
C 2.84005 -0.44621 -1.06946
H 3.34755 0.04622 -0.23026
H 0.64244 -1.47403 -0.02059
H 1.01676 -0.09820 -2.12478
H 3.45819 -0.37936 -1.97502
H -1.66021 -0.26460 1.21990
H -0.68924 1.44650 0.45020
H -3.59144 -0.36785 -1.71589
H 2.83306 -1.50019 -0.77122
H -0.52189 -0.39225 -0.63716
H -2.76765 -0.13509 -0.10308
H 1.49772 1.28048 -0.98784
*
```

Values from the calculation:
F_max = 2.3 eV Å⁻¹
Energy = -669.37468 a.u.
HOMO energy (alpha / beta) = 1.21 / 0.00 eV
Kohn-Sham gap (alpha / beta) = 4.94 / 6.10 eV

Here are the Mulliken charges for atoms 1 to 5, given in e: number 1, S, carries -0.633; number 2, O, carries -1.152; number 3, O, carries -0.738; number 4, C, carries -0.223; number 5, C, carries -1.003

# 3
Molecular formula: C22H18BrF6IrN4OS
Method: DFT, the ωB97M-V functional and the def2-TZVPD basis

Geometry as ORCA input:
```
! wB97M-V def2-TZVPD RIJCOSX def2/J DEFGRID3
* xyz 0 5
Ir -0.85219 -0.36446 0.39141
Br 0.53401 2.33882 -0.37910
S -1.75721 -2.68707 0.69471
F -0.06675 -1.60201 3.89537
F -0.51497 2.42324 4.99901
F -2.41095 1.83479 4.14407
F -1.95557 -0.79209 4.55042
F -0.13543 -0.23394 5.57161
F -0.98781 2.93107 2.95026
O -1.15303 0.34405 2.21733
N -0.87894 -4.47356 -1.07197
N -0.85951 -2.33399 -1.83819
N -2.34289 0.84497 -0.62590
N -0.89798 -1.06216 -1.47067
C 3.31848 -0.73595 -0.87523
C -3.57644 2.78335 -2.15719
C 3.93836 1.10149 -2.32339
C -2.16352 0.84715 -1.98803
C 4.20888 -0.12049 -1.78997
C 2.08679 -0.11240 -0.52638
C -1.11110 -3.16691 -0.81672
C 2.83312 -2.57048 0.60146
C -3.75018 2.75313 -0.77279
C -1.10518 1.96513 3.88364
C -0.45984 0.66359 3.35672
C -0.66727 -0.49292 4.36407
C 3.67045 -1.97723 -0.28743
C -0.87297 -0.31573 -3.88343
C -2.78762 1.84019 -2.77072
C 2.78282 1.79515 -1.90953
C -3.10148 1.76652 -0.04676
C 1.91357 1.20899 -1.03669
C 1.03927 0.89934 3.18507
C 1.56134 -2.00936 0.86406
C 1.15077 -0.82717 0.29850
C -1.31169 -0.14701 -2.47944
H 4.61983 -2.42707 -0.55165
H 2.60257 2.80561 -2.24876
H 0.07358 -0.85216 -3.91440
H 4.62107 1.56592 -3.02261
H 1.53104 1.04819 4.14542
H -2.64316 1.84576 -3.84133
H 5.12070 -0.64494 -2.04968
H -4.35755 3.48468 -0.26114
H -0.71632 -4.74557 -2.02712
H -0.75411 0.64875 -4.37685
H -4.06029 3.54967 -2.74860
H 1.19976 1.77517 2.56187
H -3.16448 1.71393 1.03378
H 1.47278 0.03442 2.68898
H -1.60078 -0.90329 -4.45212
H 3.10838 -3.50396 1.07665
H -1.25457 -5.15452 -0.43536
H 0.88424 -2.55662 1.50475
*
```

Values from the calculation:
F_max = 0.7 eV Å⁻¹
Energy = -4819.10032 a.u.
HOMO energy (alpha / beta) = -6.75 / -7.90 eV
Kohn-Sham gap (alpha / beta) = 7.07 / 5.74 eV

Here are the Mulliken charges for atoms 1 to 5, given in e: number 1, Ir, carries 0.624; number 2, Br, carries -0.066; number 3, S, carries -0.497; number 4, F, carries -0.203; number 5, F, carries -0.287

# 4
Molecular formula: CH4N2O4
Method: DFT, the ωB97M-V functional and the def2-TZVPD basis

Geometry as ORCA input:
```
! wB97M-V def2-TZVPD RIJCOSX def2/J DEFGRID3
* xyz 0 1
O 1.19679 1.51075 0.47934
O -0.07126 -1.64073 -0.59556
O -1.84880 -2.65464 -0.05028
O -1.87851 -0.51296 -0.02117
N -1.22465 -1.65283 -0.25696
N -0.14460 1.64779 0.13096
C 1.80843 0.46584 0.04608
H -0.56630 2.52733 0.37185
H -1.26114 0.26948 -0.22298
H 1.20771 -0.29948 -0.31148
H 2.78234 0.33945 0.43021
*
```

Values from the calculation:
F_max = 2.7 eV Å⁻¹
Energy = -450.68220 a.u.
HOMO energy (alpha / beta) = -9.55 / -8.91 eV
Kohn-Sham gap (alpha / beta) = 8.95 / 8.00 eV

Here are the Mulliken charges for atoms 1 to 5, given in e: number 1, O, carries -0.051; number 2, O, carries -0.604; number 3, O, carries -0.565; number 4, O, carries -0.402; number 5, N, carries 1.036